(1)
Density functional theory data (ωB97M-V/def2-TZVPD) for a molecular structure, C22H53ClFInNO16S5 at a distorted geometry.

```
100
Properties=species:S:1:pos:R:3:forces:R:3
In -4.951698 -2.105399 5.444840 0.8 -0.3 1.2
Cl -1.621921 -4.958303 3.467962 -0.1 -0.4 -0.1
S 0.193820 3.856510 -2.432844 -0.3 0.2 0.9
S 6.844258 1.115145 -9.896320 0.3 -0.5 0.7
S 1.312066 -2.075602 2.132695 0.1 -0.7 -0.2
S 1.023308 2.954584 -7.033938 -0.7 0.1 -0.2
S -3.664252 -2.311235 11.032664 -0.2 0.3 0.4
F -6.049941 -5.606098 3.658552 0.0 0.5 -0.3
O -3.447108 -0.837450 11.614674 -0.1 -0.3 0.3
O -6.175489 1.061092 4.108538 0.2 3.1 0.1
O 0.854120 3.079292 -8.623222 -0.2 0.1 0.2
O 8.240184 0.354322 -10.079460 -0.3 0.0 0.2
O -2.424468 -3.025734 11.106097 0.0 0.0 -0.2
O 0.397436 5.330240 -1.855347 -0.1 -0.3 0.0
O 1.816304 4.055393 -6.570868 0.2 -0.2 0.0
O -4.400411 -2.220299 9.816113 0.2 -0.2 -0.1
O 1.438104 3.152170 -2.359889 0.0 0.1 -0.4
O 1.373058 1.604109 -6.715451 0.3 0.1 0.1
O 2.171094 -1.294931 2.972199 -0.2 0.2 0.0
O -0.554493 3.938214 -3.653863 0.3 -0.1 0.0
O -0.109477 -1.958752 2.198258 0.1 0.4 0.0
O 1.774747 -1.892191 0.607095 0.0 -0.2 0.2
O 5.912412 0.610115 -10.859816 0.1 0.3 -0.2
O 7.094931 2.516793 -9.760420 -0.2 0.0 -0.3
N -6.078265 -1.241614 3.792626 0.6 -3.0 -0.4
C -6.041496 -0.077677 3.934023 -0.9 0.1 0.1
C -0.872866 3.265379 -1.159615 0.0 0.1 0.0
C 2.134254 0.510414 0.306616 0.0 0.1 0.3
C 1.453129 6.131935 -2.412016 0.5 0.5 -0.4
C 1.331531 -0.715908 -0.081938 -0.1 0.7 -0.3
C -6.176353 -3.558497 6.622623 0.0 -0.5 -0.5
C -4.737591 -2.892671 12.307111 0.0 0.1 0.1
C -3.007631 -2.901363 4.668693 0.0 -0.5 -0.5
C -6.893876 -4.757363 4.401449 -0.7 -0.9 0.8
C -2.384968 -0.047123 11.055038 0.4 0.6 -0.5
C 6.444190 0.456156 -8.310853 0.1 -0.1 0.0
C -2.832921 -4.419037 4.784063 0.6 1.1 0.7
C 1.072963 6.716933 -3.758835 -0.2 -0.2 -0.2
C 2.042656 3.217498 -9.415740 0.6 -0.1 -0.4
C -2.175086 -4.806375 6.145807 -0.5 -0.5 -0.9
C 8.837348 0.342423 -11.384781 0.4 0.2 -0.6
C 9.521041 1.657387 -11.707648 -0.2 0.2 0.1
C -6.537776 -4.894241 5.898187 -0.8 0.7 0.6
C 2.756771 1.892949 -9.599381 0.1 -0.1 0.2
C 1.760495 -3.774265 2.295567 0.1 -0.1 -0.1
C -2.767502 0.542652 9.709898 -0.1 -0.3 -0.1
C -0.660354 3.228752 -6.604676 -0.1 -0.1 -0.1
H 8.092830 0.087044 -12.141697 -0.1 0.0 0.2
H -0.749331 3.114008 -5.525774 0.1 0.0 -0.1
H -6.904467 -3.724068 4.026570 0.6 -0.3 0.0
H 9.575788 -0.458647 -11.375123 -0.1 -0.1 0.3
H -4.532858 -0.758115 6.575532 -0.2 -0.1 -0.3
H -2.004285 1.245347 9.371937 0.0 0.0 0.1
H 6.307334 -0.618417 -8.401374 0.0 0.0 0.0
H 2.817773 -3.881710 2.062620 0.0 0.1 0.0
H 2.375748 5.552128 -2.480037 -0.1 -0.2 0.0
H 0.983674 5.936800 -4.515853 0.1 0.0 0.0
H 0.263586 -0.557930 0.085777 0.0 -0.1 0.1
H 3.204099 0.319005 0.214005 0.0 0.0 -0.1
H -0.325788 3.254444 -0.220159 0.0 0.0 0.0
H -2.340562 -4.009770 6.880768 0.0 -0.4 -0.1
H -1.468809 -0.637198 10.982807 -0.1 -0.2 0.0
H 10.081352 1.576085 -12.640192 0.0 -0.1 0.0
H -5.599761 -2.232863 12.367109 0.0 0.0 0.0
H -2.918729 -2.613918 3.607838 -0.2 0.0 0.4
H -7.915146 -5.151849 4.245618 0.4 0.1 -0.1
H 1.945152 0.791008 1.343494 0.0 0.0 0.0
H 8.793866 2.462048 -11.817935 0.0 0.0 0.0
H 1.722361 3.595450 -10.386315 -0.3 0.0 0.1
H 2.706356 3.967523 -8.980169 -0.1 0.0 0.1
H -1.180183 2.256391 -1.429074 0.1 0.0 -0.1
H -4.191858 -2.908712 13.247374 0.0 0.0 0.0
H -7.118897 -3.069691 6.927642 0.4 0.0 -0.1
H -5.053238 -3.898252 12.036325 0.1 0.0 -0.1
H -0.938240 4.237800 -6.899130 0.0 0.0 0.0
H 10.202929 1.943902 -10.906157 0.0 -0.1 0.0
H -1.741290 3.916778 -1.097583 0.0 0.0 0.0
H -1.278492 2.491101 -7.112005 0.1 0.0 -0.1
H -3.746151 -4.982781 4.573779 0.3 0.0 -0.1
H 1.830641 7.427032 -4.092591 0.0 0.0 0.1
H 1.464697 -0.914558 -1.145300 0.1 -0.3 0.1
H 3.171536 1.537761 -8.655303 0.0 0.0 0.0
H -2.871775 -0.233810 8.951452 0.0 0.1 0.0
H -5.771383 -5.667519 6.064249 -0.1 0.3 -0.4
H -3.724932 1.060581 9.774125 0.1 0.0 0.0
H -2.591316 -5.773500 6.470051 0.2 0.4 0.2
H 7.250466 0.690341 -7.619989 0.0 0.0 0.0
H 1.629846 6.938084 -1.700729 -0.2 -0.2 0.2
H 0.109311 7.225273 -3.699430 0.1 0.1 0.1
H 1.869632 1.357766 -0.326921 0.0 -0.1 -0.1
H 5.519992 0.927942 -7.981873 0.0 0.0 -0.1
H -5.635446 -3.809877 7.552050 -0.1 0.3 -0.3
H 1.571680 -4.071698 3.325165 -0.1 0.1 0.0
H 2.066547 1.128140 -9.957255 0.0 0.1 -0.1
H -7.447651 -5.289819 6.396886 0.4 -0.1 -0.2
H 1.149774 -4.365437 1.618026 0.0 0.0 0.0
H -1.105015 -4.968180 5.961902 -0.3 0.3 0.3
H -2.165752 -2.411401 5.187220 -0.3 -0.1 -0.1
H -2.195739 0.757276 11.766201 -0.2 -0.2 0.2
H 3.575820 1.994335 -10.313023 -0.1 0.0 0.0
```
Forces are in eV/Å.

Calculated values
- LUMO energy (eV) = 1.616
- charge = -1



(2)
Density functional theory data (ωB97M-V/def2-TZVPD) for a molecular structure, C22H53F3Li3N3O5 at a distorted geometry.

```
89
Properties=species:S:1:pos:R:3:forces:R:3
F -17.670614 -18.944799 -5.738754 0.1 -0.1 0.2
F -15.596424 -18.620328 -5.178751 0.4 -0.3 -0.1
F -16.580465 -17.320276 -6.618967 0.3 0.1 0.0
O -18.509258 -22.332342 2.982790 0.0 1.2 0.1
O -19.330489 -19.700317 2.012164 0.0 -0.2 1.7
O -17.419258 -17.770599 -3.249962 -0.7 -0.7 0.1
O -21.389753 -21.471192 3.178527 0.7 1.2 0.0
O -17.236906 -15.912101 -4.494057 -0.2 0.7 0.0
N -15.960064 -20.293675 3.454830 -1.0 0.3 0.7
N -20.247514 -22.175016 -0.182563 -1.1 -0.4 -0.5
N -21.409422 -17.911305 3.980975 -0.3 -0.3 -0.8
C -15.686004 -20.007982 2.050163 0.0 -0.1 -0.3
C -19.221161 -22.876785 -0.960732 0.5 0.1 0.2
C -17.168913 -17.089724 -4.343113 0.2 0.0 -0.5
C -22.419799 -18.429833 1.698096 -0.7 0.1 0.2
C -17.920650 -22.107079 -0.933675 1.2 -0.2 -0.2
C -15.402838 -21.568539 3.885477 0.4 -0.9 0.2
C -20.570124 -20.863591 -0.780828 -0.2 0.2 0.0
C -15.658808 -21.952774 5.347801 0.1 1.0 -0.2
C -22.662496 -18.252234 4.668889 0.4 -0.5 0.6
C -21.288223 -24.359164 0.453758 -0.2 0.0 -0.3
C -20.520697 -16.994504 4.675124 0.1 -0.1 1.3
C -20.824413 -20.803284 -2.289668 1.2 -0.2 -0.4
C -16.463738 -17.935341 4.072648 -0.4 -0.1 -1.3
C -15.689109 -19.203950 4.403663 -0.2 0.3 -0.2
C -18.028073 -17.032567 -2.167997 1.3 0.5 0.9
C -14.196672 -19.798079 1.737298 0.0 -0.7 -1.2
C -21.489282 -23.002351 -0.205823 -0.2 0.7 0.0
C -21.646553 -17.478178 2.601117 1.0 1.2 -1.0
C -17.829165 -17.852642 -0.908876 0.2 -1.1 -0.4
C -22.378583 -18.924033 6.013873 0.3 0.0 0.1
C -16.730493 -18.012850 -5.499895 -0.7 0.0 0.1
C -21.097250 -15.629547 5.056448 0.3 0.4 -0.8
Li -19.883077 -21.616608 1.847247 -0.1 -0.3 0.8
Li -18.071859 -20.467761 3.461717 -0.1 -1.1 -1.3
Li -20.495813 -19.747629 3.611197 -0.5 -0.7 -1.2
H -19.006576 -19.453815 1.158624 0.3 0.4 -0.3
H -21.920428 -16.411932 2.528649 -1.0 -0.2 0.3
H -21.434735 -20.446531 -0.262937 -0.1 -0.3 0.2
H -22.218782 -21.446481 3.647301 -0.4 -0.3 0.0
H -21.094276 -14.961698 4.189529 -0.1 -0.1 0.0
H -17.734987 -22.879998 3.025361 0.2 -0.5 0.0
H -23.360633 -17.416917 4.778205 0.1 0.2 -0.1
H -20.449628 -15.136898 5.781751 -0.2 -0.1 0.2
H -18.132173 -18.889921 -1.083241 -0.7 0.2 0.0
H -13.598907 -19.367596 2.534547 -0.1 0.1 0.1
H -17.615461 -21.953073 0.105188 -0.1 0.0 0.0
H -21.481945 -21.565487 -2.702783 -0.5 0.3 0.3
H -20.188712 -17.502910 5.589169 -0.2 0.1 0.1
H -16.779178 -18.048099 -0.676445 0.2 0.8 0.0
H -22.274726 -18.162947 0.649603 0.6 -0.2 0.0
H -17.823400 -21.151040 -1.452560 -0.6 0.1 0.0
H -19.063858 -16.762822 -2.355575 -0.1 -0.3 -0.3
H -16.350667 -19.218665 1.688060 0.3 0.4 0.3
H -16.181961 -17.543770 3.089764 0.2 0.2 0.2
H -16.076046 -20.854488 1.477546 0.2 -0.2 0.1
H -15.845491 -22.344721 3.259410 0.0 0.1 -0.1
H -21.106001 -19.789018 -2.570547 -0.4 -0.1 0.0
H -23.278207 -19.377648 6.427185 0.0 0.0 0.0
H -14.608515 -19.034051 4.460116 0.0 0.2 0.4
H -21.941084 -18.283552 6.782061 -0.2 0.3 -0.1
H -19.546953 -23.172545 -1.969076 -0.1 0.5 -0.1
H -13.774022 -20.765747 1.448338 0.2 -0.1 0.6
H -19.896611 -20.993741 -2.845844 0.1 0.1 0.2
H -16.425523 -17.131786 4.802446 0.3 -0.2 0.2
H -14.315071 -21.652443 3.737503 0.0 0.3 -0.2
H -21.643029 -19.721220 5.866432 -0.2 -0.2 -0.1
H -18.969767 -23.844100 -0.519966 -0.4 0.1 0.5
H -20.557585 -24.262532 1.257544 0.1 -0.1 0.0
H -17.452867 -16.108535 -2.103535 -0.2 0.2 0.1
H -22.203776 -24.729187 0.913779 -0.1 0.1 -0.1
H -15.091513 -21.295993 6.010214 0.1 -0.1 0.1
H -23.514932 -18.426234 1.752354 0.1 0.2 0.6
H -16.097352 -19.490728 5.370672 0.5 -0.4 0.2
H -22.129775 -15.666777 5.396909 0.1 -0.1 0.3
H -18.347306 -17.446864 -0.044210 0.0 0.1 0.0
H -20.974795 -25.107668 -0.274852 0.2 -0.1 0.1
H -22.310512 -22.465349 0.277076 0.4 0.2 0.5
H -17.522299 -18.190658 3.927483 0.0 0.0 0.2
H -16.711610 -21.808609 5.596539 -0.1 -0.5 0.0
H -15.301261 -22.962278 5.530136 -0.3 -0.1 0.0
H -21.824806 -23.003354 -1.250755 0.0 -0.8 -0.1
H -22.099864 -19.447351 1.936260 0.1 -0.1 -0.5
H -19.783288 -20.165181 -0.508323 0.2 0.0 -0.3
H -20.660814 -17.360349 2.129996 0.2 -0.7 0.2
H -17.130888 -22.711500 -1.399319 -0.1 -0.1 0.1
H -14.017027 -19.249850 0.807519 -0.3 0.5 0.3
H -19.574631 -16.858981 4.145424 -0.3 -0.1 -0.5
H -23.148805 -19.019600 4.066706 -0.1 0.2 -0.2
```
Forces are in eV/Å.

Calculated values
- LUMO energy (eV) = 0.084



| no. | E_HOMO (eV) | gap between HOMO and LUMO (Ha) |
| --- | --- | --- |
| 1 | -5.0 | 0.241 |
| 2 | -7.7 | 0.287 |